C3H10BNO | the ωB97M-V functional and the def2-TZVPD basis

The LUMO energy (spin up / spin down) is 0.841 / -0.330 eV. As for the HOMO-LUMO gap (spin up / spin down): 7.825 / 8.954 eV. Its HOMO energy (spin up / spin down) is -6.98 / -9.28 eV. As for the spin multiplicity: 3.

Cartesian coordinates (Å):
B1 -0.678215 -0.632583 -0.435570
C1 1.551615 -2.481480 1.461789
C2 0.510078 1.238828 0.607904
C3 -1.021350 1.707036 -1.198575
N1 -0.187751 0.693553 -0.581991
O1 -1.428272 -1.273309 -1.405007
H1 1.990760 -2.475156 2.393644
H2 2.082614 -1.882642 0.725820
H3 0.658226 -3.017625 1.382095
H4 1.242394 1.851512 0.034633
H5 -0.107144 1.946836 1.144062
H6 0.988153 0.327315 1.049555
H7 -1.162285 1.403301 -2.155243
H8 -2.042177 1.891041 -0.756295
H9 -0.423944 2.626264 -1.145108
H10 -1.972704 -1.922892 -1.121711

Cartesian forces (eV/Å) of the 2 atoms listed first:
B -0.37 0.02 -0.97
C 0.97 0.81 -0.94

---

C7H10ClErN | the ωB97M-V functional and the def2-TZVPD basis

The LUMO energy (spin up / spin down) is 2.923 / 3.019 eV. As for the HOMO-LUMO gap (spin up / spin down): 3.569 / 3.177 eV. Its HOMO energy (spin up / spin down) is -0.65 / -0.16 eV. As for the energy above the lowest of the compared OMol25 structures with the same formula, charge and spin: 0.00 kJ/mol. Its total charge is -1. As for the spin multiplicity: 4.

Cartesian coordinates (Å):
C1 0.276600 0.435848 -1.914681
C2 -0.767016 -0.556459 -1.789185
C3 -0.243089 -1.817005 -2.251734
C4 1.120905 -1.607162 -2.641604
C5 1.452098 -0.222557 -2.422870
Er1 1.001683 -1.259523 -0.281564
N1 -1.158865 1.260661 1.314899
C6 -1.515124 2.452044 1.931825
C7 -2.576928 1.356715 1.681242
H1 -0.815213 -2.737512 -2.366855
H2 -1.801197 -0.340264 -1.526011
H3 1.765716 -2.332840 -3.125755
H4 2.369813 0.286140 -2.719414
H5 0.145195 1.512857 -1.787563
H6 -3.314711 1.645467 0.923931
H7 -1.502470 3.328892 1.282416
H8 -0.978806 1.357288 0.310992
H9 -2.852856 0.728908 2.537963
H10 -1.236509 2.561947 2.977389
Cl1 2.059955 -3.280749 0.526454

Cartesian forces (eV/Å) of the 2 atoms listed first:
C -0.62 -0.96 -1.28
C 0.45 0.38 -1.51

---

C5H13NO2 | the ωB97M-V functional and the def2-TZVPD basis

The LUMO energy is 0.830 eV. As for the HOMO-LUMO gap: 10.086 eV. Its HOMO energy is -9.26 eV. Its structure (SMILES) is [H]/N=C(/C)[C@@H](C)O.CO. As for the energy above the lowest of the compared OMol25 structures with the same formula, charge and spin: 314.97 kJ/mol.

Cartesian coordinates (Å):
H1 -1.336150 -0.495748 1.477315
N1 -1.581499 -0.699946 0.503166
C1 -0.715107 -0.261054 -0.313839
C2 -0.838756 -0.420302 -1.796147
C3 0.301220 1.097024 0.251795
C4 -0.155877 2.333167 -0.509730
O1 -0.017483 1.233683 1.634780
H2 0.080461 -0.104560 -2.288704
H3 -1.687739 0.160622 -2.161877
H4 -1.011551 -1.475068 -2.022575
H5 1.395786 1.085741 0.207846
H6 0.109519 3.251434 0.023881
H7 0.287094 2.357918 -1.508693
H8 -1.244294 2.351309 -0.629624
H9 -0.915494 1.594794 1.700879
C5 1.182750 -2.314683 1.124465
O2 1.235858 -1.641561 -0.119731
H10 1.371534 -1.615169 1.945190
H11 0.189114 -2.755482 1.265332
H12 1.944821 -3.097868 1.155117
H13 1.405790 -0.584250 0.061156

Cartesian forces (eV/Å) of the 2 atoms listed first:
H -0.06 0.28 -0.27
N 0.96 -0.35 -0.62

---

no.,total energy (hartree)
1,-275.01850
2,-1802.65281
3,-403.45665